(1)
Formula: C5H7NO
Source: the OMol25 dataset
Level of theory: ωB97M-V/def2-TZVPD

```
14
Properties=species:S:1:pos:R:3:mulliken_charge:R:1
C -0.87 1.19 -0.53 -1.229
C 0.19 0.80 0.49 0.205
C 0.60 -1.09 0.40 -0.893
C -0.61 -1.80 -0.13 0.042
O -0.90 -1.78 -1.31 -0.440
C 1.43 1.53 0.35 0.273
N 2.44 2.07 0.20 -0.432
H -0.94 2.28 -0.69 0.405
H -1.86 0.83 -0.26 0.316
H -0.59 0.74 -1.49 0.316
H 0.04 0.16 1.34 0.280
H 1.40 -1.04 -0.31 0.412
H 0.94 -1.55 1.36 0.420
H -1.27 -2.32 0.60 0.325
```

LUMO energy ... -0.318 eV
Multiplicity ... 1
E ... -324.60058 Eh
Energy above the lowest of the compared OMol25 structures with the same formula, charge and spin ... 3.371 eV
Orbital gap ... 9.39 eV
Charge ... 0

(2)
Formula: C5H7NO
Source: the OMol25 dataset
Level of theory: ωB97M-V/def2-TZVPD

```
14
Properties=species:S:1:pos:R:3:mulliken_charge:R:1
C -1.81 0.11 0.57 -0.840
N -0.46 -0.16 0.14 0.149
C 0.08 -1.39 -0.18 -0.303
C 1.38 -1.21 -0.55 -0.609
C 1.67 0.19 -0.45 -0.576
C 0.50 0.78 -0.03 0.411
O 0.15 2.07 0.23 -0.512
H -2.35 0.71 -0.18 0.283
H -1.82 0.66 1.51 0.300
H -2.33 -0.84 0.71 0.299
H -0.52 -2.29 -0.11 0.324
H 2.07 -1.98 -0.85 0.388
H 2.61 0.69 -0.66 0.352
H 0.83 2.65 -0.14 0.333
```

Structure (SMILES) ... Cn1cccc1O
LUMO energy ... 0.785 eV
Multiplicity ... 1
E ... -324.70109 Eh
Energy above the lowest of the compared OMol25 structures with the same formula, charge and spin ... 0.636 eV
Orbital gap ... 8.45 eV
Charge ... 0

(3)
Formula: C5H7NO
Source: the OMol25 dataset
Level of theory: ωB97M-V/def2-TZVPD

```
14
Properties=species:S:1:pos:R:3:mulliken_charge:R:1
C 0.40 0.55 2.13 -1.132
C -0.24 0.22 0.83 0.803
C -1.17 0.90 0.12 -0.698
O -1.08 0.54 -1.23 -0.368
C -0.12 -0.41 -1.31 0.246
N 0.27 -0.94 -2.51 -0.490
C 0.39 -0.68 -0.08 -0.468
H 0.99 -0.30 2.50 0.321
H -0.30 0.88 2.89 0.345
H 1.11 1.37 1.92 0.239
H -1.78 1.75 0.39 0.411
H -0.17 -0.66 -3.37 0.230
H 0.58 -1.90 -2.47 0.212
H 1.19 -1.37 0.17 0.351
```

Structure (SMILES) ... Cc1coc(N)c1
LUMO energy ... 1.015 eV
Multiplicity ... 1
E ... -324.68938 Eh
Energy above the lowest of the compared OMol25 structures with the same formula, charge and spin ... 0.955 eV
Orbital gap ... 8.51 eV
Charge ... 0

(4)
Formula: C5H7NO
Source: the OMol25 dataset
Level of theory: ωB97M-V/def2-TZVPD

```
14
Properties=species:S:1:pos:R:3:mulliken_charge:R:1
O 1.82 -0.74 0.79 -0.428
C 0.62 -1.53 0.81 -0.400
C 1.03 -0.77 -0.37 -0.073
C -0.98 0.33 -1.15 -0.460
C -1.50 1.12 -0.21 -0.196
C -0.11 1.35 0.34 -0.482
N 0.39 0.47 -0.76 -0.170
H 0.77 -2.61 0.86 0.285
H 1.46 -1.29 -1.22 0.475
H -1.33 -0.24 -2.01 0.391
H -0.18 -1.13 1.44 0.170
H -2.47 1.53 0.00 0.385
H 0.13 0.99 1.34 0.228
H 0.28 2.37 0.23 0.275
```

LUMO energy ... 1.122 eV
Multiplicity ... 1
E ... -324.59583 Eh
Energy above the lowest of the compared OMol25 structures with the same formula, charge and spin ... 3.500 eV
Orbital gap ... 9.81 eV
Charge ... 0

(5)
Formula: C5H7NO
Source: the OMol25 dataset
Level of theory: ωB97M-V/def2-TZVPD

```
14
Properties=species:S:1:pos:R:3:mulliken_charge:R:1
C -2.01 -0.18 -0.45 -1.246
C -0.55 -0.07 -0.16 0.751
C 0.45 -0.92 -0.37 -0.620
C 1.71 -0.32 0.09 0.401
N 2.87 -0.83 0.03 -0.710
O 1.42 0.92 0.61 -0.379
C 0.02 1.12 0.55 -0.352
H -2.65 0.05 0.41 0.320
H -2.29 0.52 -1.24 0.286
H -2.28 -1.19 -0.79 0.325
H 0.40 -1.90 -0.81 0.426
H 3.56 -0.19 0.41 0.280
H -0.43 0.87 1.56 0.210
H -0.21 2.13 0.15 0.307
```

Structure (SMILES) ... [H]/N=C1/C=C(C)CO1
LUMO energy ... 0.768 eV
Multiplicity ... 1
E ... -324.69244 Eh
Energy above the lowest of the compared OMol25 structures with the same formula, charge and spin ... 0.872 eV
Orbital gap ... 9.96 eV
Charge ... 0

(6)
Formula: C5H7NO2
Source: the OMol25 dataset
Level of theory: ωB97M-V/def2-TZVPD

```
15
Properties=species:S:1:pos:R:3:mulliken_charge:R:1
C -0.13 -1.14 1.45 -1.285
C 0.09 -0.51 0.08 1.590
C 1.51 -0.04 -0.04 -1.265
C 2.54 0.51 -0.46 -0.037
C -0.83 0.69 -0.18 0.463
H 0.68 -1.86 1.52 0.382
H 0.15 -0.38 2.26 0.272
H -1.16 -1.61 1.61 0.305
H -1.26 -1.52 -1.05 0.340
H 0.09 -1.33 -1.80 0.314
H 3.58 0.83 -0.59 0.435
H 0.42 1.89 0.64 0.316
N -0.25 -1.65 -0.88 -0.797
O -0.48 1.91 0.35 -0.438
O -2.00 0.39 -0.54 -0.595
```

Structure (SMILES) ... C#C[C@](C)(N)C(=O)O
LUMO energy ... 0.549 eV
Multiplicity ... 1
E ... -399.87230 Eh
Energy above the lowest of the compared OMol25 structures with the same formula, charge and spin ... 2.538 eV
Orbital gap ... 10.93 eV
Charge ... 0

(7)
Formula: C5H7NO2
Source: the OMol25 dataset
Level of theory: ωB97M-V/def2-TZVPD

```
15
Properties=species:S:1:pos:R:3:mulliken_charge:R:1
C -1.30 0.08 -1.35 -1.421
C 0.50 0.38 1.74 0.501
C -0.05 0.34 -0.56 0.691
N 1.13 -0.01 -1.15 -0.420
C 0.44 -1.24 1.57 0.049
C -0.13 1.04 0.63 -0.694
O 1.04 0.82 2.73 -0.581
O -0.32 -1.93 2.22 -0.464
H 1.96 0.48 -0.81 0.280
H 1.10 -0.20 -2.15 0.250
H 1.30 -1.65 1.01 0.315
H -0.83 1.84 0.82 0.376
H -2.18 0.03 -0.70 0.353
H -1.23 -0.86 -1.91 0.422
H -1.43 0.88 -2.08 0.343
```

Structure (SMILES) ... C/C(N)=C/C(=O)C=O
LUMO energy (spin up / spin down) ... -0.138 / -0.138 eV
Multiplicity ... 1
E ... -399.87219 Eh
Energy above the lowest of the compared OMol25 structures with the same formula, charge and spin ... 2.541 eV
Orbital gap (spin up / spin down) ... 8.15 / 8.15 eV
Charge ... 0

(8)
Formula: C5H7NO2
Source: the OMol25 dataset
Level of theory: ωB97M-V/def2-TZVPD

```
15
Properties=species:S:1:pos:R:3:mulliken_charge:R:1
C 1.25 -0.61 0.11 0.181
C 0.20 1.77 0.01 -0.483
C -0.77 0.59 -0.28 0.129
C -1.67 -1.12 -0.01 -0.342
C -0.25 -0.64 0.42 0.248
H 2.30 0.92 -0.61 0.333
H 0.01 2.73 0.74 0.290
H 0.54 2.26 -1.11 0.204
H -0.69 0.37 -1.44 0.193
H -2.36 -1.53 0.88 0.229
H -1.99 -1.51 -1.05 0.266
H -0.31 -0.79 1.64 0.158
N 1.43 0.88 0.38 -0.436
O 2.13 -1.29 -0.32 -0.529
O -2.14 0.22 -0.09 -0.441
```

LUMO energy ... 0.550 eV
Multiplicity ... 1
E ... -399.73841 Eh
Energy above the lowest of the compared OMol25 structures with the same formula, charge and spin ... 6.181 eV
Orbital gap ... 10.25 eV
Charge ... 0

(9)
Formula: C5H7NO2
Source: the OMol25 dataset
Level of theory: ωB97M-V/def2-TZVPD

```
15
Properties=species:S:1:pos:R:3:mulliken_charge:R:1
C 0.38 -0.90 1.48 -0.281
N -0.11 -0.91 0.07 0.111
C -0.27 0.94 0.36 0.684
C 0.41 0.31 -0.73 0.076
C 0.37 0.59 1.55 -0.892
C 0.64 0.48 -2.02 -0.877
O -0.60 -2.08 -0.51 -0.429
O -1.22 1.92 0.23 -0.514
H -1.56 -1.93 -0.56 0.352
H -1.45 2.00 -0.71 0.357
H -0.37 -1.39 2.11 0.265
H 1.36 -1.38 1.59 0.249
H 0.88 1.25 2.24 0.387
H 1.03 -0.34 -2.62 0.265
H 0.51 1.45 -2.49 0.249
```

LUMO energy ... 0.562 eV
Multiplicity ... 1
E ... -399.71732 Eh
Energy above the lowest of the compared OMol25 structures with the same formula, charge and spin ... 6.755 eV
Orbital gap ... 7.61 eV
Charge ... 0

(10)
Formula: C5H7NO2
Source: the OMol25 dataset
Level of theory: ωB97M-V/def2-TZVPD

```
15
Properties=species:S:1:pos:R:3:mulliken_charge:R:1
C -0.34 2.41 0.08 -0.798
C 1.48 -1.98 0.11 -1.162
N -0.41 1.03 0.50 0.114
C -1.46 0.18 -0.07 0.316
C 0.44 -0.93 0.05 0.483
C -0.85 -1.11 -0.28 -0.241
O 0.84 0.36 0.32 -0.286
O -2.60 0.51 -0.36 -0.616
H -1.37 -1.99 -0.61 0.385
H 0.45 2.91 0.62 0.257
H -1.30 2.89 0.28 0.329
H -0.15 2.45 -1.00 0.317
H 1.87 -2.07 1.13 0.294
H 1.09 -2.96 -0.19 0.309
H 2.31 -1.72 -0.56 0.299
```

Structure (SMILES) ... Cc1cc(=O)n(C)o1
LUMO energy ... 0.832 eV
Multiplicity ... 1
E ... -399.90248 Eh
Energy above the lowest of the compared OMol25 structures with the same formula, charge and spin ... 1.717 eV
Orbital gap ... 10.06 eV
Charge ... 0

(11)
Formula: C5H7NO2
Source: the OMol25 dataset
Level of theory: ωB97M-V/def2-TZVPD

```
15
Properties=species:S:1:pos:R:3:mulliken_charge:R:1
C -0.06 0.73 -0.44 0.501
C -1.26 -0.24 -0.60 -0.423
C 0.62 -1.45 0.26 -0.532
C 1.12 -0.31 -0.60 0.500
C -0.21 0.56 1.04 -0.611
H 0.53 2.58 -0.58 0.333
H -1.33 -0.93 -1.45 0.301
H -2.17 0.26 -0.17 0.299
H 1.27 -1.58 1.16 0.275
H 0.36 -2.40 -0.25 0.320
H -1.03 1.23 1.36 0.318
H 0.64 0.53 1.71 0.301
N -0.79 -0.85 0.75 -0.471
O 0.13 1.89 -1.12 -0.555
O 2.18 -0.03 -1.09 -0.556
```

Structure (SMILES) ... O=C1CN2CC1(O)C2
LUMO energy ... 0.680 eV
Multiplicity ... 1
E ... -399.86570 Eh
Energy above the lowest of the compared OMol25 structures with the same formula, charge and spin ... 2.717 eV
Orbital gap ... 9.53 eV
Charge ... 0

(12)
Formula: C5H7NO2
Source: the OMol25 dataset
Level of theory: ωB97M-V/def2-TZVPD

```
15
Properties=species:S:1:pos:R:3:mulliken_charge:R:1
C 2.23 -0.34 0.15 -1.059
C 0.80 0.31 -0.32 0.135
C -1.17 1.28 -0.09 -0.649
C -1.40 0.03 -0.10 0.702
C -0.25 -0.66 -0.30 0.150
H 2.37 -0.37 1.30 0.279
H 2.43 -1.43 0.18 0.329
H 3.47 0.12 -0.34 0.218
H 0.42 2.61 -0.88 0.297
H -1.78 2.07 0.16 0.489
H -3.61 -0.19 0.65 0.378
H -0.96 -2.41 -0.72 0.422
N 0.17 1.50 0.21 -0.411
O -2.63 -0.64 0.11 -0.687
O -0.08 -1.88 -0.01 -0.591
```

LUMO energy ... -0.025 eV
Multiplicity ... 1
E ... -399.62527 Eh
Energy above the lowest of the compared OMol25 structures with the same formula, charge and spin ... 9.260 eV
Orbital gap ... 7.96 eV
Charge ... 0

The highest energy above the lowest of the compared OMol25 structures with the same formula, charge and spin belongs to which entry? number 12